--- a ---
Computed, not measured: a cluster of 2 separate species, C2H10NO in total, with ωB97M-V/def2-TZVPD.

The geometry in XYZ format:
```
14
Properties=species:S:1:pos:R:3
C -0.027 1.747 0.651
O 1.048 0.998 0.304
H 2.066 1.311 0.265
H 0.175 2.994 0.823
H -0.797 1.568 -0.111
H -0.495 1.228 1.581
C -1.209 -1.668 -0.438
N 0.193 -1.114 -0.479
H 0.567 -0.823 0.527
H 0.791 -1.817 -0.913
H 0.171 -0.096 -0.939
H -1.860 -0.974 0.259
H -1.229 -2.731 -0.412
H -1.715 -1.316 -1.438
```

Properties
**Charge**: +1
**Lowest unoccupied orbital energy**: -3.623 eV
**HOMO level**: -0.55225 hartree
**2S+1**: 1

So, what does the Mulliken scheme give us? The charges, in e, come out as: -0.424 -0.661 0.350 0.285 0.217 0.223 -0.764 -0.354 0.419 0.320 0.408 0.297 0.349 0.336

--- b ---
Computed, not measured: a cluster of 2 separate species, C2H10NO in total, with ωB97M-V/def2-TZVPD.

The geometry in XYZ format:
```
14
Properties=species:S:1:pos:R:3
C 1.395 -0.849 1.023
C 0.828 0.103 -0.152
N -0.534 -0.588 -0.609
H 1.084 -0.907 2.062
H 2.516 -0.690 1.096
H 1.500 -1.838 0.707
H 1.417 0.143 -1.037
H 0.697 1.130 0.201
H -0.730 -1.525 -0.061
H -1.305 0.135 -0.587
H -0.308 -0.836 -1.608
H -1.787 2.370 -0.632
H -2.663 1.823 0.159
O -2.111 1.529 -0.561
```

Properties
**Charge**: +1
**Lowest unoccupied orbital energy**: -3.392 eV
**HOMO level**: -0.61765 hartree
**2S+1**: 1

So, what does the Mulliken scheme give us? The charges, in e, come out as: -1.274 -0.151 -0.390 0.378 0.328 0.431 0.327 0.249 0.404 0.313 0.383 0.303 0.340 -0.641

We find b to be the most stable, with the next structure 0.0601 hartree higher.

--- a ---
Computed, not measured: a structure of composition C13H14F3IN2O3SZn, with ωB97M-V/def2-TZVPD.

The geometry in XYZ format:
```
38
Properties=species:S:1:pos:R:3
C -2.466 -1.663 0.669
C -3.881 -1.982 0.848
H -2.148 -1.375 -0.347
H -2.098 -0.871 1.366
H -1.904 -2.560 0.930
H -5.029 -2.170 0.624
H -3.961 -2.785 0.100
H -3.940 -2.186 1.914
C 2.701 -1.751 -1.085
C 3.606 -1.834 -2.146
C 3.593 -0.834 -3.127
C 2.680 0.206 -3.037
H 2.623 -2.493 -0.280
H 4.286 -2.667 -2.164
H 4.320 -0.864 -3.924
H 2.638 1.007 -3.774
N 1.880 -0.690 -0.972
C 1.787 0.255 -1.962
C 0.769 1.313 -1.757
N 0.070 1.237 -0.586
C -0.968 2.062 -0.326
C -0.464 3.306 -2.316
C -1.207 3.164 -1.141
H -1.538 1.878 0.589
H -2.011 3.842 -0.878
C 0.545 2.390 -2.623
H 1.145 2.436 -3.527
H -0.599 4.165 -2.956
Zn 0.781 -0.110 0.692
I -4.886 0.174 0.146
F 1.275 -1.280 5.004
C 0.184 -0.692 4.463
F -0.536 -1.609 3.759
F -0.623 -0.208 5.428
S 0.739 0.657 3.318
O 1.402 1.667 4.088
O 1.687 -0.167 2.436
O -0.452 1.033 2.555
```

Properties
**Charge**: 0
**Lowest unoccupied orbital energy (alpha / beta)**: -2.039 / -2.317 eV
**HOMO level (alpha / beta)**: -0.16921 / -0.15908 hartree
**2S+1**: 1

So, what does the Mulliken scheme give us? The charges, in e, come out as: -0.873 -1.051 0.351 0.165 0.408 0.336 0.241 0.301 0.025 -0.680 -0.408 -0.596 0.414 0.407 0.438 0.311 0.054 0.488 0.594 0.167 -0.017 -0.456 -0.811 0.589 0.416 -0.586 0.324 0.421 0.070 -0.579 -0.211 0.659 -0.191 -0.203 1.308 -0.568 -0.696 -0.559

--- b ---
Computed, not measured: a structure of composition C13H14F3IN2O3SZn, with ωB97M-V/def2-TZVPD.

The geometry in XYZ format:
```
38
Properties=species:S:1:pos:R:3
C 0.919 1.350 2.240
C 1.756 2.218 -0.250
H 0.228 2.090 2.648
H 1.940 1.732 2.242
H 0.882 0.409 2.799
H 1.576 2.431 -1.308
H 1.661 3.141 0.322
H 2.741 1.767 -0.108
C -1.805 -0.617 2.101
C -2.948 -1.352 2.386
C -3.693 -1.860 1.324
C -3.269 -1.613 0.025
H -1.197 -0.181 2.888
H -3.247 -1.512 3.417
H -4.598 -2.433 1.504
H -3.846 -1.985 -0.814
N -1.390 -0.382 0.850
C -2.106 -0.865 -0.192
C -1.604 -0.532 -1.539
N -0.520 0.278 -1.594
C -0.022 0.630 -2.785
C -1.689 -0.632 -3.947
C -0.574 0.203 -3.987
H 0.843 1.283 -2.760
H -0.137 0.521 -4.928
C -2.205 -1.003 -2.712
H -3.069 -1.655 -2.661
H -2.150 -0.989 -4.862
Zn 0.272 0.937 0.341
I -1.624 2.975 0.282
F 5.413 -0.752 1.736
C 4.426 0.022 1.156
F 4.296 1.194 1.874
F 4.797 0.308 -0.145
S 2.858 -0.908 1.154
O 3.233 -2.274 0.560
O 2.402 -1.401 2.535
O 1.448 -0.541 0.211
```

Properties
**Charge**: 0
**Lowest unoccupied orbital energy (alpha / beta)**: -2.253 / -2.418 eV
**HOMO level (alpha / beta)**: -0.30774 / -0.30621 hartree
**2S+1**: 1

So, what does the Mulliken scheme give us? The charges, in e, come out as: -1.163 -0.964 0.399 0.405 0.318 0.328 0.428 0.128 0.015 -0.838 -0.449 -0.896 0.326 0.399 0.430 0.315 0.521 0.691 0.490 0.554 -0.067 -0.410 -0.854 0.235 0.400 -0.853 0.316 0.431 0.505 -0.374 -0.175 0.545 -0.199 -0.191 0.920 -0.657 -0.624 -0.386

We find a to be the most stable, with the next structure 0.0217 hartree higher.

--- a ---
Computed, not measured: the ion C4H7OS2 with charge -1, with ωB97M-V/def2-TZVPD.

The geometry in XYZ format:
```
14
Properties=species:S:1:pos:R:3
C -0.763 0.776 0.590
C -0.519 -0.527 -0.364
C 0.979 -0.743 -0.393
S -1.477 -1.881 0.403
C -2.684 -2.024 -1.016
O -2.570 -1.231 -1.883
S -3.744 -3.328 -0.843
H -0.107 0.831 1.393
H -0.342 1.585 -0.028
H -1.843 0.821 0.835
H -1.052 -0.381 -1.307
H 1.340 -1.134 0.500
H 1.327 0.164 -0.663
H 1.253 -1.470 -1.167
```

Properties
**Charge**: -1
**Lowest unoccupied orbital energy**: 3.520 eV
**HOMO level**: -0.12787 hartree
**2S+1**: 1

So, what does the Mulliken scheme give us? The charges, in e, come out as: -1.284 0.196 -1.476 -0.244 0.287 -0.590 -0.512 0.372 0.341 0.332 0.427 0.370 0.428 0.351

--- b ---
Computed, not measured: a cluster of 2 separate species, C4H7OS2 in total, with ωB97M-V/def2-TZVPD.

The geometry in XYZ format:
```
14
Properties=species:S:1:pos:R:3
C 2.231 0.105 -2.550
C -0.672 -1.082 1.465
C -0.957 1.150 0.333
C -0.218 -0.186 0.316
O 3.327 0.502 -2.484
S 0.870 -0.408 -3.126
S 1.574 0.067 0.412
H -1.760 -1.218 1.458
H -0.189 -2.055 1.387
H -0.378 -0.635 2.418
H -0.722 1.693 1.247
H -2.039 0.999 0.275
H -0.641 1.758 -0.514
H -0.425 -0.690 -0.637
```

Properties
**Charge**: -1
**Lowest unoccupied orbital energy**: 3.171 eV
**HOMO level**: -0.10113 hartree
**2S+1**: 1

So, what does the Mulliken scheme give us? The charges, in e, come out as: 0.620 -1.440 -1.277 0.518 -0.372 -0.385 -0.592 0.375 0.315 0.317 0.298 0.352 0.262 0.009

We find b to be the most stable, with the next structure 0.0063 hartree higher.

--- a ---
Computed, not measured: a cluster of 2 separate species, CH3FO2S in total, with ωB97M-V/def2-TZVPD.

The geometry in XYZ format:
```
8
Properties=species:S:1:pos:R:3
C 1.241 -0.077 0.476
O -1.437 1.478 -0.429
O -2.254 -0.644 0.513
F 1.669 0.481 -0.704
S -1.272 0.088 -0.211
H 1.618 0.367 1.341
H 1.530 -1.071 0.445
H -1.096 -0.621 -1.432
```

Properties
**Charge**: 0
**Lowest unoccupied orbital energy (alpha / beta)**: -1.336 / -1.044 eV
**HOMO level (alpha / beta)**: -0.35944 / -0.35377 hartree
**2S+1**: 1

So, what does the Mulliken scheme give us? The charges, in e, come out as: -0.281 -0.446 -0.477 -0.214 0.650 0.293 0.277 0.198

--- b ---
Computed, not measured: a structure of composition CH3FO2S, with ωB97M-V/def2-TZVPD.

The geometry in XYZ format:
```
8
Properties=species:S:1:pos:R:3
C 0.117 -0.042 0.030
O 4.210 0.959 -0.819
O 1.589 0.174 0.424
F 3.949 -1.349 -0.079
S 3.777 0.245 0.303
H -0.578 0.337 0.807
H 0.131 0.608 -0.855
H -0.195 -1.136 -0.079
```

Properties
**Charge**: 0
**Lowest unoccupied orbital energy**: -1.888 eV
**HOMO level**: -0.34481 hartree
**2S+1**: 1

So, what does the Mulliken scheme give us? The charges, in e, come out as: -0.433 -0.295 -0.616 -0.200 0.947 0.194 0.196 0.207

--- c ---
Computed, not measured: a cluster of 2 separate species, CH3FO2S in total, with ωB97M-V/def2-TZVPD.

The geometry in XYZ format:
```
8
Properties=species:S:1:pos:R:3
C 1.591 0.763 0.168
O -1.915 0.290 0.681
O -0.934 -1.841 0.282
F 1.983 -0.234 0.917
S -1.098 -0.539 -0.237
H 1.363 0.558 -0.850
H 0.949 1.463 0.597
H -1.938 -0.460 -1.558
```

Properties
**Charge**: 0
**Lowest unoccupied orbital energy (alpha / beta)**: -2.659 / -0.372 eV
**HOMO level (alpha / beta)**: -0.33832 / -0.37595 hartree
**2S+1**: 1

So, what does the Mulliken scheme give us? The charges, in e, come out as: -0.425 -0.469 -0.405 -0.160 0.589 0.305 0.357 0.209

We find b to be the most stable, with the next structure 0.0027 hartree higher.